Record 1
Density functional theory data (the ωB97M-V functional and the def2-TZVPD basis) for 8 unconnected molecules or ions with the total composition C45H100ClN9O16P2 at a distorted geometry.

The calculation puts the molar mass at 1120.74 g/mol. For the HOMO energy, the calculation gives -8.573 eV. The calculation puts the HOMO-LUMO gap at 8.88 eV. As for the structure (SMILES): CCCCCCCCCCCCCCC[C@@H](O[C@@H](COO)[C@@](CC(=O)Cl)(OCNCC)P(O)O)P(=N)(O)O.CN(C)C=O.CN(C)C=O.CN(C)C=O.CN(C)C=O.CN(C)C=O.CN(C)C=O.CN(C)C=O. The value obtained for the total energy is -125557.640 eV.

Last column: Mulliken charge in e.
Geometry (Å):
C: 1.083 -0.044 6.118  -1.283
C: 1.874 0.274 4.836  0.342
C: 2.510 -0.973 4.210  -1.012
C: 3.126 -0.794 2.805  -0.356
C: 3.615 0.619 2.470  -0.395
C: 4.262 0.721 1.083  -0.753
C: 3.341 0.487 -0.121  -1.301
C: 1.874 0.864 0.059  1.087
C: 1.634 2.385 0.192  -0.705
C: 0.510 2.933 -0.709  -0.260
C: -0.177 4.190 -0.119  -1.361
C: -1.590 3.908 0.423  0.671
C: -2.735 4.188 -0.574  -1.234
C: -3.257 2.950 -1.339  -0.072
C: -4.653 2.459 -0.870  -0.994
C: -4.573 1.036 -0.317  1.717
O: -5.707 0.557 0.367  0.263
C: -6.132 1.119 1.597  -1.687
C: -7.510 0.483 1.753  -0.822
O: -7.374 -0.923 1.942  -0.332
O: -7.828 -1.580 0.759  -0.518
C: -5.130 0.946 2.802  1.626
C: -5.936 0.605 4.085  -1.386
C: -5.090 0.444 5.332  0.381
O: -4.636 1.293 5.988  -0.464
Cl: -4.868 -1.227 5.865  -0.218
O: -4.058 0.057 2.596  0.022
C: -4.320 -1.306 2.284  -0.803
N: -3.033 -1.976 2.286  -0.491
C: -2.047 -1.351 1.413  0.355
C: -1.031 -0.459 2.163  -0.449
P: -4.214 2.651 2.894  0.201
O: -2.898 2.214 3.774  -0.585
O: -5.102 3.389 4.032  -0.550
P: -4.486 -0.155 -1.742  1.141
N: -5.277 0.288 -2.997  -0.991
O: -4.959 -1.580 -1.117  -0.217
O: -2.912 -0.331 -2.049  -0.625
H: 0.044 0.294 6.040  0.265
H: 1.046 -1.121 6.315  0.342
H: 1.501 0.456 6.997  0.336
H: 1.195 0.720 4.096  -0.212
H: 2.639 1.034 5.021  0.390
H: 3.270 -1.359 4.905  0.449
H: 1.734 -1.748 4.166  0.303
H: 3.997 -1.447 2.737  0.160
H: 2.422 -1.147 2.040  0.285
H: 4.393 0.888 3.199  0.471
H: 2.801 1.346 2.565  0.039
H: 4.800 1.670 0.988  0.288
H: 5.046 -0.053 1.044  0.343
H: 3.410 -0.575 -0.399  0.366
H: 3.748 1.037 -0.976  0.521
H: 1.414 0.356 0.915  -1.283
H: 1.337 0.501 -0.830  0.670
H: 1.411 2.634 1.238  0.320
H: 2.565 2.913 -0.052  0.324
H: 0.953 3.166 -1.683  0.458
H: -0.243 2.149 -0.851  0.018
H: -0.218 4.984 -0.874  0.471
H: 0.461 4.589 0.680  0.483
H: -1.612 2.859 0.748  -0.739
H: -1.764 4.519 1.315  0.566
H: -2.335 4.874 -1.330  0.490
H: -3.552 4.689 -0.050  0.357
H: -3.307 3.172 -2.406  0.642
H: -2.531 2.139 -1.196  -0.229
H: -5.372 2.491 -1.691  0.101
H: -4.998 3.144 -0.090  0.747
H: -3.662 0.943 0.294  -0.932
H: -6.319 2.205 1.502  0.536
H: -8.122 0.931 2.544  0.525
H: -8.031 0.671 0.807  -0.068
H: -7.024 -1.565 0.211  0.301
H: -6.491 -0.327 3.943  0.907
H: -6.667 1.392 4.288  0.623
H: -4.948 -1.785 3.042  0.514
H: -4.824 -1.351 1.305  0.148
H: -3.191 -2.923 1.957  0.355
H: -1.513 -2.149 0.884  0.851
H: -2.554 -0.740 0.652  -1.009
H: -0.991 0.548 1.716  -0.323
H: -1.356 -0.329 3.200  0.317
H: -0.015 -0.858 2.133  0.060
H: -2.230 1.885 3.155  0.264
H: -4.815 3.181 4.939  0.355
H: -5.952 -0.421 -3.265  0.133
H: -4.265 -2.254 -1.164  0.255
H: -2.365 -0.488 -1.266  0.424
C: 9.113 0.102 -2.110  -0.978
N: 7.696 0.419 -2.186  0.273
C: 6.839 -0.342 -3.078  -0.975
C: 7.150 1.423 -1.474  0.091
O: 5.988 1.785 -1.559  -0.632
H: 9.581 0.221 -3.088  0.331
H: 9.269 -0.926 -1.775  0.478
H: 9.599 0.779 -1.409  0.116
H: 6.381 0.313 -3.820  0.312
H: 6.037 -0.825 -2.517  0.250
H: 7.436 -1.098 -3.582  0.384
H: 7.879 1.930 -0.819  0.316
C: -4.847 -7.220 -0.889  -0.929
N: -4.488 -5.821 -0.769  0.181
C: -4.968 -4.875 -1.763  -0.807
C: -3.728 -5.361 0.236  0.040
O: -3.410 -4.189 0.369  -0.585
H: -4.476 -7.632 -1.829  0.341
H: -5.931 -7.341 -0.857  0.348
H: -4.409 -7.781 -0.066  0.283
H: -4.128 -4.390 -2.263  0.304
H: -5.574 -4.101 -1.290  0.169
H: -5.566 -5.406 -2.499  0.386
H: -3.416 -6.141 0.947  0.277
C: 9.152 5.303 -2.312  -0.960
N: 10.089 4.198 -2.325  0.175
C: 10.567 3.682 -3.597  -0.831
C: 10.536 3.623 -1.194  0.029
O: 11.314 2.687 -1.161  -0.598
H: 8.234 5.035 -2.838  0.348
H: 9.587 6.182 -2.792  0.364
H: 8.902 5.556 -1.284  0.300
H: 10.306 2.629 -3.705  0.150
H: 11.652 3.766 -3.659  0.304
H: 10.112 4.251 -4.404  0.393
H: 10.115 4.076 -0.280  0.353
C: -9.129 -1.494 -3.423  -1.184
N: -8.945 -0.154 -2.902  0.890
C: -8.603 0.922 -3.815  -1.004
C: -9.095 0.136 -1.599  -0.213
O: -8.964 1.257 -1.129  -0.731
H: -8.215 -1.852 -3.904  0.341
H: -9.944 -1.493 -4.147  0.321
H: -9.394 -2.169 -2.613  0.358
H: -7.652 1.376 -3.532  0.209
H: -9.367 1.700 -3.792  0.147
H: -8.527 0.520 -4.823  0.482
H: -9.350 -0.735 -0.980  0.448
C: -12.500 2.870 -3.905  -0.983
N: -12.485 1.450 -4.189  0.137
C: -12.828 0.983 -5.521  -0.952
C: -12.158 0.539 -3.253  0.090
O: -12.118 -0.663 -3.445  -0.622
H: -13.497 3.285 -4.066  0.384
H: -11.793 3.400 -4.548  0.360
H: -12.215 3.037 -2.868  0.302
H: -13.688 0.315 -5.481  0.289
H: -11.995 0.431 -5.959  0.286
H: -13.063 1.839 -6.148  0.399
H: -11.909 0.989 -2.277  0.300
C: 12.503 -2.951 -0.010  -0.949
N: 12.585 -2.165 -1.230  0.191
C: 13.108 -0.809 -1.165  -0.873
C: 12.194 -2.645 -2.422  0.106
O: 12.250 -2.027 -3.471  -0.604
H: 11.865 -2.463 0.720  0.359
H: 13.497 -3.074 0.424  0.313
H: 12.095 -3.935 -0.231  0.269
H: 12.366 -0.088 -1.509  0.215
H: 13.989 -0.710 -1.800  0.302
H: 13.376 -0.582 -0.136  0.368
H: 11.803 -3.676 -2.370  0.298
C: 7.633 -3.549 3.124  -0.996
N: 8.948 -4.065 2.818  0.158
C: 9.085 -5.437 2.360  -0.931
C: 10.059 -3.316 2.935  0.134
O: 11.176 -3.712 2.664  -0.613
H: 7.166 -4.129 3.924  0.350
H: 6.992 -3.592 2.242  0.372
H: 7.711 -2.512 3.446  0.282
H: 9.723 -6.003 3.038  0.302
H: 9.540 -5.465 1.369  0.265
H: 8.101 -5.897 2.319  0.385
H: 9.861 -2.291 3.290  0.316



Record 2
Density functional theory data (the ωB97M-V functional and the def2-TZVPD basis) for 7 unconnected molecules or ions with the total composition C45H102N8O7 at a distorted geometry.

The calculation puts the molar mass at 867.36 g/mol. The energy above the lowest of the compared OMol25 structures with the same formula, charge and spin comes out at 145.55 kJ/mol. For the HOMO energy, the calculation gives -8.268 eV. The calculation puts the HOMO-LUMO gap at 8.51 eV. As for the structure (SMILES): CC1(C)CCCC(C)(C)N1O.CC1(C)CCCC(C)(C)N1O.CC1(C)CCCC(C)(C)N1O.CC1(C)CCCC(C)(C)N1O.COC[C@H](C)N.COC[C@H](C)N.NC(N)=O. The value obtained for the total energy is -74565.087 eV.

Last column: Mulliken charge in e.
Geometry (Å):
C: -4.086 6.040 2.617  -1.938
C: -4.717 5.803 1.244  1.279
C: -6.254 5.813 1.538  -1.674
C: -4.531 7.121 0.406  -1.175
C: -4.853 6.941 -1.059  -0.977
C: -4.106 5.732 -1.604  -1.273
C: -4.227 4.399 -0.848  2.529
C: -5.510 3.714 -1.282  -1.338
C: -3.018 3.569 -1.288  -2.642
N: -4.137 4.641 0.589  0.562
O: -4.331 3.461 1.355  -0.530
H: -3.005 6.158 2.474  0.434
H: -4.418 6.886 3.218  0.360
H: -4.162 5.187 3.296  0.397
H: -6.600 6.821 1.753  0.385
H: -6.945 5.407 0.794  0.320
H: -6.500 5.199 2.411  0.413
H: -5.153 7.915 0.811  0.502
H: -3.479 7.412 0.516  0.334
H: -5.912 6.656 -1.143  0.357
H: -4.747 7.868 -1.619  0.412
H: -3.073 6.100 -1.657  0.240
H: -4.400 5.545 -2.638  0.599
H: -6.281 3.971 -0.552  0.252
H: -5.381 2.637 -1.395  0.198
H: -5.963 4.045 -2.219  0.309
H: -2.870 3.539 -2.363  0.416
H: -3.035 2.589 -0.797  0.561
H: -2.135 3.939 -0.749  0.353
H: -3.419 3.246 1.583  0.362
C: 9.035 -0.574 2.853  -2.235
C: 7.508 -0.870 2.758  2.036
C: 6.938 -0.884 4.181  -1.690
C: 6.942 0.247 1.926  -1.793
C: 5.528 0.042 1.344  -0.021
C: 5.456 -1.334 0.678  -1.081
C: 6.020 -2.551 1.469  1.873
C: 5.029 -2.928 2.602  -1.727
C: 6.196 -3.802 0.648  -1.998
N: 7.307 -2.101 2.020  0.266
O: 8.063 -3.194 2.531  -0.457
H: 9.093 0.448 3.218  0.505
H: 9.523 -1.238 3.570  0.417
H: 9.512 -0.842 1.910  0.467
H: 6.869 -1.915 4.545  0.333
H: 7.602 -0.487 4.955  0.435
H: 5.957 -0.423 4.297  0.268
H: 6.823 1.086 2.627  0.502
H: 7.666 0.674 1.231  0.429
H: 4.756 0.182 2.100  -0.030
H: 5.407 0.830 0.600  0.484
H: 5.975 -1.258 -0.283  0.405
H: 4.419 -1.536 0.390  0.140
H: 4.127 -3.381 2.188  0.472
H: 4.684 -2.107 3.238  0.226
H: 5.519 -3.593 3.313  0.279
H: 6.511 -4.668 1.235  0.361
H: 7.067 -3.848 -0.021  0.439
H: 5.325 -3.994 0.024  0.402
H: 8.789 -3.261 1.903  0.330
C: 2.422 2.946 -5.158  -1.706
C: 2.163 4.037 -4.111  1.632
C: 2.772 3.685 -2.773  -1.770
C: 2.799 5.346 -4.576  -1.227
C: 2.123 6.186 -5.631  -0.750
C: 0.596 6.260 -5.480  -1.336
C: -0.126 4.988 -4.990  2.163
C: -1.522 5.412 -4.475  -1.864
C: -0.355 4.074 -6.227  -2.009
N: 0.724 4.342 -3.967  0.045
O: 0.059 3.311 -3.241  -0.170
H: 3.491 2.742 -5.224  0.436
H: 1.756 2.108 -4.937  0.326
H: 2.107 3.213 -6.168  0.321
H: 2.659 2.672 -2.387  0.044
H: 3.863 3.737 -2.897  0.502
H: 2.626 4.378 -1.943  0.405
H: 2.850 5.979 -3.680  0.474
H: 3.853 5.229 -4.847  0.416
H: 2.555 7.176 -5.489  0.385
H: 2.361 5.794 -6.622  0.367
H: 0.255 6.359 -6.514  0.309
H: 0.273 7.130 -4.910  0.534
H: -1.557 5.233 -3.393  0.143
H: -2.301 4.715 -4.778  0.445
H: -1.708 6.475 -4.583  0.350
H: 0.440 4.117 -6.979  0.403
H: -1.293 4.376 -6.693  0.533
H: -0.370 2.988 -6.091  0.277
H: -0.149 3.813 -2.445  0.305
C: -5.012 -2.354 0.748  -1.379
C: -5.763 -2.576 -0.575  1.613
C: -7.151 -1.924 -0.532  -2.026
C: -5.083 -1.884 -1.784  -1.206
C: -3.738 -2.502 -2.203  0.488
C: -4.062 -3.982 -2.490  -1.648
C: -4.797 -4.721 -1.414  2.229
C: -5.396 -6.002 -2.113  -2.137
C: -3.837 -5.165 -0.284  -1.966
N: -5.976 -3.975 -0.966  0.302
O: -6.741 -4.714 -0.042  -0.497
H: -4.577 -1.360 0.862  0.244
H: -5.716 -2.391 1.586  0.362
H: -4.309 -3.159 0.932  0.262
H: -7.769 -2.229 -1.379  0.450
H: -7.702 -2.213 0.368  0.390
H: -7.222 -0.833 -0.527  0.346
H: -5.797 -1.841 -2.608  0.364
H: -4.967 -0.857 -1.424  0.161
H: -3.422 -1.996 -3.114  0.553
H: -3.051 -2.356 -1.370  -0.585
H: -3.125 -4.441 -2.810  0.415
H: -4.745 -3.999 -3.347  0.452
H: -4.638 -6.459 -2.745  0.443
H: -6.218 -5.622 -2.718  0.511
H: -5.735 -6.685 -1.337  0.500
H: -3.260 -6.088 -0.434  0.445
H: -4.414 -5.322 0.628  0.460
H: -2.953 -4.552 -0.075  0.034
H: -7.285 -5.295 -0.583  0.366
C: 5.743 -7.347 4.840  -0.629
O: 4.404 -7.438 4.379  -0.356
C: 3.515 -6.784 5.272  -0.766
C: 2.152 -6.524 4.667  0.940
C: 1.565 -5.194 5.109  -1.338
N: 1.128 -7.576 4.726  -0.813
H: 5.840 -7.276 5.923  0.347
H: 6.173 -6.442 4.393  0.129
H: 6.338 -8.145 4.397  0.276
H: 3.367 -7.355 6.197  0.343
H: 3.946 -5.794 5.444  0.364
H: 2.371 -6.357 3.599  0.060
H: 1.716 -5.114 6.192  0.361
H: 0.554 -4.920 4.822  0.346
H: 2.169 -4.384 4.681  0.178
H: 0.386 -7.355 4.074  0.286
H: 1.536 -8.459 4.440  0.263
C: 1.949 -1.121 2.446  -0.032
O: 0.901 -0.757 1.568  -0.390
C: 1.320 -0.322 0.275  -1.456
C: 0.164 0.312 -0.551  1.732
C: -1.121 -0.458 -0.557  -1.193
N: 0.703 0.521 -1.897  -0.853
H: 2.119 -2.200 2.513  0.099
H: 1.593 -0.875 3.445  0.372
H: 2.931 -0.685 2.268  -0.440
H: 2.102 0.441 0.321  0.695
H: 1.709 -1.228 -0.202  0.332
H: -0.066 1.314 -0.159  0.136
H: -1.138 -0.828 0.469  0.281
H: -1.157 -1.238 -1.313  0.469
H: -2.004 0.182 -0.599  -0.021
H: 0.190 1.198 -2.450  0.303
H: 1.634 0.916 -1.822  0.152
N: -0.524 -3.194 1.200  0.015
C: -0.724 -3.661 2.451  0.240
N: -0.871 -2.663 3.392  -0.231
O: -0.725 -4.852 2.757  -0.692
H: -0.608 -3.753 0.372  0.238
H: -0.186 -2.238 1.026  -0.172
H: -1.147 -2.970 4.309  0.263
H: -1.252 -1.779 3.103  0.170